Entry 1:
ORCA calculation (ωB97M-V/def2-TZVPD) on C17H26BLiN10O2S as an isolated structure.

Its multiplicity is 1. As for the relative energy (zero: lowest compared OMol25 entry of this formula, charge and spin): 84.4 kJ/mol. The value obtained for the energy is -1792.19633 Eh.

The geometry in XYZ format:
```
58
Properties=species:S:1:pos:R:3:forces:R:3
Li 0.718 -0.039 0.732 0.4 0.0 -0.3
C 1.575 0.889 4.765 0.0 0.0 0.1
C 2.094 0.675 3.487 0.1 0.0 0.1
N 1.123 0.655 2.593 0.4 -0.3 -0.8
N -0.016 0.846 3.246 -0.2 0.4 0.7
C 0.216 0.994 4.558 0.2 0.0 0.3
B -1.365 0.882 2.528 0.4 -0.1 -0.1
N -1.261 1.872 1.367 -0.6 0.4 0.1
C -1.961 3.009 1.267 -0.2 0.4 -0.2
C -1.486 3.721 0.187 -0.1 0.0 0.1
C -0.465 2.914 -0.316 0.0 0.1 0.2
N -0.353 1.803 0.401 0.9 -0.4 -0.4
N -1.680 -0.527 2.043 -0.8 0.0 0.4
C -2.640 -1.305 2.557 -0.1 -0.4 0.0
C -2.573 -2.535 1.944 0.0 0.0 0.1
C -1.515 -2.401 1.048 -0.1 -0.1 0.1
N -0.988 -1.185 1.116 0.8 -0.1 -0.4
H 2.106 0.960 5.694 0.1 0.0 0.1
H 3.115 0.553 3.176 0.2 -0.1 0.0
H -0.582 1.165 5.253 -0.2 0.0 0.1
H -2.210 1.245 3.280 -0.2 0.1 0.2
H -2.747 3.239 1.955 -0.2 0.0 0.2
H -1.824 4.672 -0.177 0.0 0.1 0.0
H 0.198 3.114 -1.137 0.1 0.0 -0.1
H -3.300 -0.940 3.318 -0.1 0.1 0.1
H -3.191 -3.391 2.124 -0.1 -0.1 0.0
H -1.131 -3.135 0.363 0.1 -0.1 -0.1
N 0.112 0.978 -2.720 -0.2 0.1 -0.1
C 1.462 0.745 -2.676 0.5 -0.2 -0.3
C 2.248 0.796 -3.840 0.0 0.0 0.1
C 3.579 0.456 -3.751 -0.1 0.1 0.2
C 4.104 0.114 -2.509 0.1 -0.1 0.1
C 3.253 0.107 -1.417 0.5 0.0 -0.3
N 1.964 0.394 -1.495 -0.6 0.1 0.2
H -0.202 1.646 -3.409 0.0 0.0 0.1
H -0.293 1.097 -1.800 0.0 0.1 0.0
H 1.806 1.093 -4.779 -0.1 0.0 -0.1
H 4.206 0.461 -4.632 0.0 0.0 0.0
H 5.147 -0.137 -2.398 0.1 0.0 0.1
H 3.600 -0.132 -0.424 0.2 -0.1 0.1
N 3.121 -3.578 0.428 0.1 -0.1 0.1
C 2.156 -2.663 0.134 0.3 -0.4 -0.1
N 1.352 -2.961 -0.919 -0.2 0.0 -0.2
O 2.068 -1.613 0.741 0.0 0.6 0.3
H 3.173 -4.483 0.000 0.0 0.0 -0.1
H 3.739 -3.368 1.191 -0.1 0.0 0.0
H 1.238 -3.904 -1.247 0.0 0.0 0.0
H 0.593 -2.311 -1.045 -0.1 -0.1 -0.1
C -3.198 1.268 -2.225 0.4 -0.3 0.5
S -2.523 0.021 -1.022 0.0 0.2 -2.3
C -2.260 -1.279 -2.317 0.1 0.5 0.5
O -3.688 -0.429 -0.266 -1.0 -0.3 0.9
H -4.233 1.020 -2.429 -0.1 -0.3 0.0
H -2.615 1.267 -3.138 0.1 0.0 -0.2
H -3.152 2.247 -1.760 0.1 0.1 0.1
H -1.481 -0.949 -2.994 0.1 0.1 -0.1
H -3.190 -1.470 -2.839 -0.2 0.1 0.0
H -1.941 -2.184 -1.813 0.0 -0.1 0.2
```
Forces are in eV/Å.

---

Entry 2:
ORCA calculation (ωB97M-V/def2-TZVPD) on a 2-piece molecular cluster, C5H2FN overall.

Its SMILES is C#CC#CF.C#N. Its multiplicity is 1. As for the relative energy (zero: lowest compared OMol25 entry of this formula, charge and spin): 199.6 kJ/mol. The value obtained for the energy is -346.13098 Eh.

The geometry in XYZ format:
```
9
Properties=species:S:1:pos:R:3:forces:R:3
C -2.838 -0.057 -0.028 2.8 -0.8 -0.4
C -1.667 0.037 -0.426 -4.3 -0.3 1.2
C -0.495 0.232 -1.067 1.3 0.8 -1.0
C 0.554 0.554 -1.550 1.0 0.3 -2.1
F 1.629 0.841 -2.283 -1.9 -0.6 1.7
H -3.707 -0.521 0.425 0.4 0.7 -0.3
C 2.226 -0.294 1.644 1.0 -1.3 1.6
N 1.448 -0.067 0.844 0.1 0.4 0.1
H 2.849 -0.725 2.440 -0.4 0.7 -0.8
```
Forces are in eV/Å.

---

Entry 3:
ORCA calculation (ωB97M-V/def2-TZVPD) on a 2-piece molecular cluster, FH3S overall.

Its SMILES is F.S. Its multiplicity is 1. As for the relative energy (zero: lowest compared OMol25 entry of this formula, charge and spin): 38.7 kJ/mol. The value obtained for the energy is -499.82513 Eh.

The geometry in XYZ format:
```
5
Properties=species:S:1:pos:R:3:forces:R:3
F 2.066 -0.364 -0.233 0.0 0.7 0.8
H 1.751 0.187 0.468 0.2 -0.7 -0.9
S -0.922 -0.420 -0.225 2.5 -1.5 -2.6
H -1.688 -0.160 0.690 -2.7 0.5 3.4
H -1.207 0.756 -0.700 0.0 1.0 -0.8
```
Forces are in eV/Å.

---

Number 1: Kohn-Sham gap 8.42 eV. Number 2: Kohn-Sham gap 9.96 eV. Number 3: Kohn-Sham gap 10.79 eV.